35
Properties=species:S:1:pos:R:3 method="wB97M-V/def2-TZVPD" lumo_energy_ev=0.10 total_energy_ha=-896.9403 total_charge=0 orbital_gap_ev=9.6 spin_multiplicity=1
N 2.173 2.275 -0.916
C 0.994 1.406 -0.831
C 1.131 0.308 -1.886
C -0.145 -0.378 -2.373
O -0.938 -0.841 -1.306
C -0.254 2.241 -1.071
O -0.685 2.581 -2.139
O -0.936 2.479 0.081
H 2.411 2.757 -0.066
H 2.101 2.919 -1.687
H 0.954 1.016 0.183
H 1.704 0.659 -2.745
H 1.749 -0.457 -1.412
H 0.235 -1.152 -3.049
H -0.718 0.345 -2.954
H -0.447 -0.914 -0.471
H -1.674 3.077 -0.101
O -0.674 0.899 2.974
H -1.353 1.221 2.363
H 0.207 1.171 2.704
O -3.001 0.137 1.484
H -3.041 -0.051 0.537
H -3.404 -0.645 1.878
O 2.780 -2.509 -0.022
H 2.806 -2.212 0.904
H 2.371 -3.380 -0.011
O -0.611 -1.402 1.244
H -0.807 -0.595 1.754
H -0.919 -2.184 1.716
O -1.423 -3.764 0.083
H -0.483 -3.794 0.280
H -1.604 -3.068 -0.560
O 1.846 -1.378 2.347
H 1.000 -1.463 1.858
H 1.622 -0.944 3.176